(1)
DFT (the ωB97M-V functional and the def2-TZVPD basis) results for C7H11N in the gas phase at a distorted geometry.

```
19
Properties=species:S:1:pos:R:3:forces:R:3:lowdin_charge:R:1
C -2.2657 0.2038 -0.2439 -2.04 0.23 1.14 -0.114
C -1.5937 1.3707 0.0257 2.26 -3.45 -1.82 0.000
C -0.0391 0.7973 0.2966 -0.87 -0.46 1.88 -0.215
C 1.5178 1.2215 0.0205 -1.36 1.12 0.69 -0.169
N 2.2631 0.0006 -0.2345 -0.12 0.35 -0.64 -0.094
C 1.4148 -1.1034 0.1281 -1.83 -0.25 1.21 -0.184
C -0.1194 -0.6563 -0.1314 1.21 -0.15 -2.76 -0.295
C -1.5750 -1.1989 0.1430 1.19 3.10 -1.49 -0.103
H -3.3787 0.1415 -0.6075 2.15 0.38 0.82 0.117
H -1.9061 2.3740 -0.2840 0.19 -0.45 0.48 0.080
H 0.0173 0.6117 1.4093 -0.35 0.87 -0.57 0.126
H 1.7123 1.6414 1.0365 0.73 0.03 -0.88 0.099
H 1.6903 1.9950 -0.7378 -0.16 -0.21 0.13 0.103
H 3.0033 -0.0698 -0.9661 -1.67 0.17 0.87 0.133
H 1.4629 -1.1880 1.2319 0.27 -0.74 -0.29 0.110
H 1.6640 -2.0056 -0.4048 0.18 -0.41 0.14 0.104
H -0.1744 -0.6344 -1.2395 0.32 0.13 0.11 0.134
H -1.7638 -1.5653 1.1178 -0.37 0.08 1.26 0.083
H -1.9298 -1.9358 -0.5598 0.26 -0.35 -0.29 0.087
```
Positions in Å, forces in eV/Å.

Values from the calculation:
M: 109.2 g mol⁻¹

(2)
DFT (the ωB97M-V functional and the def2-TZVPD basis) results for a molecular structure, C7H11N at a distorted geometry.

```
19
Properties=species:S:1:pos:R:3:forces:R:3:lowdin_charge:R:1
C -2.2233 0.5907 -0.1809 -1.48 -0.47 5.09 -0.167
C -0.5699 -0.7223 -0.3360 -0.30 0.68 1.38 -0.198
C 0.9555 -1.0188 0.0697 0.84 -2.91 1.77 -0.227
C 1.6005 -0.0377 -0.8211 0.15 0.94 -4.27 -0.234
C 0.8774 1.0885 -0.0559 -0.46 0.62 -0.36 -0.125
C 1.2903 -0.0116 1.1178 1.88 3.28 -0.86 -0.114
C -0.6836 0.7684 0.0472 1.46 -0.08 3.75 -0.175
H -3.1914 0.8778 0.4680 2.51 0.87 -1.59 0.165
H -2.3278 0.5670 -1.1376 -1.86 0.26 -6.29 0.023
H -2.4662 -1.5850 0.1963 -0.88 0.23 -0.61 0.099
H -0.6166 -0.8623 -1.4327 -0.31 0.07 0.26 0.143
H 1.5968 -2.0026 0.2853 -2.31 1.42 -0.95 0.174
H 2.6649 0.0993 -0.7668 0.60 -0.14 1.13 0.104
H 1.6222 -0.1981 -1.9125 -1.34 0.18 -0.18 0.115
H 1.1841 2.1324 -0.2988 0.11 -0.73 1.06 0.127
H 2.3988 0.1289 1.2039 -1.02 -0.52 0.58 0.124
H 0.7801 0.1263 2.0000 -1.13 -0.11 2.13 0.073
H -0.9540 0.7954 1.2523 1.85 -0.13 -2.54 0.161
N -1.9376 -0.7363 0.3020 1.67 -3.46 0.50 -0.067
```
Positions in Å, forces in eV/Å.

Values from the calculation:
M: 109.2 g mol⁻¹

(3)
DFT (the ωB97M-V functional and the def2-TZVPD basis) results for a molecular structure, C7H11N at a distorted geometry.

```
19
Properties=species:S:1:pos:R:3:forces:R:3:lowdin_charge:R:1
C -1.0954 -1.5899 1.8036 0.03 -0.17 0.00 -0.108
C 1.9963 2.3287 -0.8278 0.41 -0.38 -0.07 -0.098
C -1.2363 -1.1003 0.4019 -0.33 1.22 -0.03 -0.320
C 0.8499 1.4403 -0.5169 -2.00 1.18 0.63 -0.270
C 1.5574 -0.3803 -0.7565 0.40 -2.24 0.43 -0.169
C -2.0837 -1.5533 -0.5096 -0.01 0.05 0.13 -0.013
C -0.3386 1.4915 -0.1539 1.63 0.60 -0.82 0.095
N 1.1046 -1.3576 -0.2659 0.44 1.17 -0.52 0.125
H 2.4572 -0.1766 -1.3263 -0.23 0.49 0.01 0.097
H -1.8616 -2.3345 2.0314 0.01 0.04 0.01 0.072
H -1.1826 -0.7680 2.5197 0.00 -0.05 -0.05 0.073
H -0.1169 -2.0521 1.9461 0.00 0.06 0.00 0.062
H 2.8439 2.0766 -0.1843 0.00 0.06 -0.08 0.083
H 1.7406 3.3775 -0.6812 -0.06 -0.13 0.01 0.081
H 2.3117 2.1847 -1.8643 0.03 0.00 0.04 0.081
H -2.1535 -1.1144 -1.4959 0.01 0.05 -0.01 0.051
H -2.7509 -2.3778 -0.2905 0.07 -0.15 -0.02 0.053
H -0.7543 -0.0516 0.1864 -0.18 -1.46 0.11 0.022
H -1.2879 1.9572 -0.0161 -0.22 -0.34 0.23 0.080
```
Positions in Å, forces in eV/Å.

Values from the calculation:
M: 109.2 g mol⁻¹

(4)
DFT (the ωB97M-V functional and the def2-TZVPD basis) results for 2 unconnected molecules or ions with the total composition C7H11N at a distorted geometry.

```
19
Properties=species:S:1:pos:R:3:forces:R:3:lowdin_charge:R:1
C -0.6701 -2.2432 -1.6415 0.00 0.15 0.46 0.010
C -0.0572 -2.2201 -0.4561 0.01 -0.62 -0.54 -0.242
C -0.7232 -1.9389 0.8030 0.04 0.29 0.55 -0.218
C -0.1057 -2.0549 1.9824 -0.01 0.50 -0.65 0.012
H -1.7175 -1.9704 -1.7049 0.00 -0.05 -0.13 0.061
H -0.1612 -2.5384 -2.5468 0.03 0.08 -0.05 0.054
H 0.9866 -2.5202 -0.3923 0.00 0.07 0.01 0.105
H -1.7463 -1.5792 0.7391 -0.06 -0.17 0.08 0.105
H -0.5678 -1.7858 2.9201 -0.08 -0.13 0.03 0.056
H 0.9517 -2.2851 1.9756 0.03 -0.26 0.24 0.059
C 0.0474 3.0649 -1.3057 -0.13 0.12 0.35 0.001
C -0.1921 2.7580 -0.0291 -0.61 -0.76 0.22 -0.262
N 0.6269 1.9035 0.7125 1.01 0.71 -0.74 -0.020
C 1.0603 0.8347 0.1818 -0.31 0.29 0.97 -0.047
H 0.9413 2.7033 -1.7908 -0.01 -0.08 -0.13 0.050
H -0.5960 3.7519 -1.8332 0.03 0.08 -0.04 0.044
H -1.0068 3.1872 0.5428 -0.06 0.11 -0.15 0.094
H 1.9790 0.4489 0.6153 -0.22 -0.63 0.06 0.075
H 0.5091 0.2741 -0.5721 0.34 0.30 -0.52 0.063
```
Positions in Å, forces in eV/Å.

Values from the calculation:
M: 109.2 g mol⁻¹

Computed ΔE to the lowest compared entry with this formula, charge and spin (kJ/mol) in order:
351.5 734.2 609.5 327.7
Computed frontier orbital gap (eV) in order:
9.35 9.96 8.35 9.44
Computed E_HOMO (eV) in order:
-8.202 -8.825 -8.542 -8.669